No. 1
Formula: C11H14NP
Source: the Open Molecules 2025 dataset
Level of theory: ωB97M-V with the def2-TZVPD basis set

Results
- LUMO level (eV) = 0.148
- Kohn-Sham gap (eV) = 8.522
- charge = 0
- molar mass (Da) = 191.21

The geometry in XYZ format:
```
27
Properties=species:S:1:pos:R:3:forces:R:3:nbo_charge:R:1
C 0.5627 0.4350 -3.7620 0.586 1.978 1.376 -0.618
C -0.0734 -0.6800 -2.9836 -1.134 -1.748 0.809 -0.458
C -0.3918 -0.3350 -1.5477 2.683 1.553 -1.745 -0.093
C -0.0120 0.8042 -0.9428 -0.519 -2.423 0.139 -0.301
C -0.1615 0.9690 0.4898 -1.429 2.773 0.315 0.267
N -0.5728 2.1299 0.9400 1.326 -3.065 0.495 -0.753
P -0.8748 3.5433 0.1581 -1.183 0.373 -1.560 0.576
C -0.0221 -0.1311 1.4406 -1.311 0.387 2.720 -0.090
C -0.8139 0.0047 2.6501 0.752 -2.532 -1.037 -0.164
C -0.9068 -1.1075 3.4453 0.850 -1.036 1.700 -0.211
C 0.0405 -2.1876 3.3339 -0.834 -0.759 0.924 -0.208
C 0.9242 -2.2340 2.2975 1.438 -0.680 -1.217 -0.221
C 0.8028 -1.2237 1.2830 -0.491 0.152 0.815 -0.196
H 0.1150 1.4867 -3.4343 0.920 -2.205 -0.942 0.207
H 0.2688 0.2238 -4.7627 0.575 0.460 -1.201 0.222
H 1.7284 0.4714 -3.5551 -2.456 -0.062 -0.730 0.219
H 0.5688 -1.6016 -3.0558 0.008 0.859 0.681 0.223
H -1.0041 -1.2305 -3.3599 0.693 1.552 -0.319 0.218
H -0.6466 -1.1785 -1.0276 -1.158 -1.674 1.766 0.196
H 0.3737 1.6313 -1.4571 0.418 0.906 -0.805 0.220
H 0.0415 4.2368 0.8235 1.012 1.525 1.725 -0.056
H 0.0995 3.6490 -0.8661 -0.140 -0.421 -0.783 -0.098
H -1.4647 0.7840 2.9124 -0.503 1.295 -0.390 0.234
H -1.6106 -1.1318 4.3125 0.648 0.114 -0.857 0.215
H 0.0896 -3.0837 4.0401 -0.436 1.650 -0.728 0.220
H 1.7082 -3.1108 2.3076 -1.643 2.011 -0.519 0.227
H 1.2313 -1.1332 0.3205 1.327 -0.983 -0.631 0.222
```
Positions in Å, forces in eV/Å.

***

No. 2
Formula: C22H24F6IrN6O11S3
Source: the Open Molecules 2025 dataset
Level of theory: ωB97M-V with the def2-TZVPD basis set

Results
- LUMO level (spin up / spin down) (eV) = -7.571 / -8.963
- Kohn-Sham gap (spin up / spin down) (eV) = 7.081 / 5.689
- 2S+1 = 2
- charge = +2
- molar mass (Da) = 950.87

The geometry in XYZ format:
```
73
Properties=species:S:1:pos:R:3:forces:R:3:mulliken_spin:R:1
Ir 0.1651 -1.3149 -1.1958 -0.774 -0.211 0.058 0.659
O -1.5798 -2.2304 -1.0949 -0.010 -0.104 -0.147 -0.019
C -2.5365 -2.2157 -1.9209 -0.067 0.001 0.111 -0.013
C -2.6226 -1.4779 -3.1009 -0.260 -0.108 0.043 -0.010
C -3.8411 -1.5463 -3.8272 -0.036 -0.059 0.026 0.004
C -3.9821 -0.8122 -4.9575 0.124 0.017 -0.031 0.001
C -2.9406 0.0065 -5.4256 -0.017 -0.064 0.085 0.005
C -1.7530 0.0677 -4.7402 0.112 0.135 -0.147 -0.008
C -1.5584 -0.6761 -3.5662 0.166 0.094 -0.074 0.026
O -0.3714 -0.6073 -3.0022 0.164 0.257 -0.085 0.028
N -5.2555 -0.8676 -5.7045 -0.068 0.120 0.109 0.000
O -5.3560 -0.1275 -6.6556 0.019 -0.078 -0.021 0.001
O -6.0989 -1.6282 -5.2862 0.046 0.001 -0.060 -0.001
H -3.3811 -2.8470 -1.6406 0.056 -0.020 0.089 -0.004
H -4.6581 -2.1701 -3.4864 0.013 0.006 0.010 0.000
H -3.0954 0.5799 -6.3298 0.006 0.005 0.003 0.000
H -0.9409 0.6886 -5.0932 -0.024 -0.001 -0.014 -0.001
F 2.5711 -6.3048 -0.4519 0.028 -0.017 -0.004 0.000
C 1.9146 -5.8179 -1.4786 -0.421 -0.108 -0.157 0.001
F 2.7316 -5.5806 -2.4930 0.011 -0.016 0.005 0.000
F 0.9433 -6.6227 -1.8454 -0.016 -0.006 -0.010 0.000
S 1.2544 -4.1623 -0.9701 0.504 0.350 0.250 0.007
O 2.4377 -3.4228 -0.6080 -0.075 -0.168 -0.063 0.000
O 0.5119 -3.5439 -2.0931 0.236 0.058 0.345 0.029
N 0.2715 -4.4951 0.2114 0.110 -0.142 -0.108 0.000
S -0.0860 -3.4006 1.2554 -0.005 0.191 0.034 0.002
O -1.3995 -3.4780 1.7717 -0.026 -0.026 -0.051 0.003
O 0.3444 -2.0311 0.7493 0.112 -0.077 0.013 0.016
C 1.0776 -3.5829 2.6885 0.101 0.053 -0.006 0.000
F 2.3280 -3.5057 2.2535 -0.054 -0.022 0.019 0.000
F 0.8363 -2.5955 3.5336 -0.019 -0.009 -0.014 0.000
F 0.8568 -4.7478 3.2498 -0.008 -0.027 0.011 0.000
C 4.2758 -0.4302 1.0844 -0.011 -0.093 0.036 0.001
O 4.2235 -0.7773 -0.3293 0.048 0.085 0.044 0.006
C 3.1016 -0.8182 -0.9552 -0.054 -0.004 -0.002 0.022
O 1.9932 -0.4463 -0.4910 -0.119 -0.010 -0.072 0.011
N 3.1907 -1.2394 -2.2252 0.081 0.060 -0.037 -0.012
N 1.9635 -1.3805 -2.8536 -0.049 0.033 -0.011 0.215
H 5.2309 0.0609 1.2261 0.008 -0.006 -0.019 0.000
H 4.2266 -1.3526 1.6558 -0.014 -0.016 -0.007 0.000
H 3.4574 0.2280 1.3429 -0.078 0.114 0.000 -0.001
H 3.9996 -1.7565 -2.5393 0.016 0.018 -0.017 0.004
H 1.8464 -2.2790 -3.3133 0.083 -0.046 0.072 -0.010
H 1.7797 -0.6126 -3.4932 -0.066 -0.026 -0.030 -0.002
C -2.1651 4.7445 2.4479 -0.019 -0.014 0.004 0.000
C -2.8007 3.4725 2.9977 0.010 0.036 -0.027 0.000
C -1.8505 2.2884 2.9835 -0.051 -0.030 -0.010 -0.002
N -1.5562 1.9103 1.5773 -0.036 0.075 -0.027 0.006
C -0.6726 1.0552 1.1371 0.068 -0.095 0.085 0.016
S -0.9077 0.6042 -0.5573 0.121 -0.011 0.021 0.016
N 0.3227 0.5829 1.8969 0.008 0.025 -0.176 0.000
C 1.1462 1.2296 2.8950 0.134 -0.046 0.124 0.000
O 1.7000 0.5097 3.6763 -0.062 0.034 -0.060 0.000
C 1.3495 2.6910 2.7968 0.000 0.012 -0.065 0.000
C 1.3526 3.3569 1.5715 -0.026 -0.035 0.002 -0.001
C 1.6191 4.7153 1.5302 -0.002 0.013 -0.018 0.000
C 1.8650 5.4095 2.7076 -0.005 -0.002 0.032 0.000
C 1.8719 4.7444 3.9287 0.010 0.007 -0.020 0.000
C 1.6318 3.3823 3.9742 -0.005 -0.003 0.050 0.000
H -2.8612 5.5790 2.5090 0.007 -0.002 -0.009 0.000
H -1.8727 4.6379 1.4001 0.004 0.014 0.002 0.000
H -1.2705 5.0078 3.0156 0.003 -0.004 -0.005 0.000
H -3.7135 3.2176 2.4492 0.005 0.002 0.001 0.000
H -3.1094 3.6235 4.0326 0.010 -0.013 0.006 0.000
H -2.2870 1.4134 3.4685 0.016 -0.026 -0.020 0.001
H -0.9287 2.5527 3.4892 0.028 0.013 0.006 0.000
H -2.2439 2.2301 0.9052 0.011 0.036 -0.001 0.001
H 0.6704 -0.3373 1.6588 0.018 -0.106 -0.065 0.003
H 1.1915 2.8166 0.6452 -0.017 -0.009 -0.001 -0.002
H 1.6446 5.2336 0.5811 -0.005 -0.004 0.003 0.000
H 2.0645 6.4723 2.6728 0.002 -0.005 0.001 0.000
H 2.0783 5.2866 4.8413 -0.002 -0.002 -0.003 0.000
H 1.6552 2.8438 4.9131 0.003 0.005 -0.006 0.000
```
Positions in Å, forces in eV/Å.

***

No. 3
Formula: H2N2O3
Source: the Open Molecules 2025 dataset
Level of theory: ωB97M-V with the def2-TZVPD basis set

Results
- LUMO level (spin up / spin down) (eV) = -1.123 / -1.140
- Kohn-Sham gap (spin up / spin down) (eV) = 9.617 / 9.525
- charge = 0
- molar mass (Da) = 78.03

The geometry in XYZ format:
```
7
Properties=species:S:1:pos:R:3:forces:R:3:nbo_charge:R:1
N 0.1804 -0.4361 -0.4645 -0.345 -0.982 2.459 0.198
N -0.3817 0.7975 0.0911 0.365 -1.238 2.674 0.281
O 0.8582 0.8129 -0.4465 0.037 0.292 -0.409 -0.185
O -0.3559 -0.6608 -1.6674 -0.786 1.156 -2.358 -0.559
O -0.3300 0.5372 2.0743 2.568 0.354 -2.859 -0.691
H -0.6621 -1.5750 -1.8445 0.762 0.371 1.225 0.513
H 0.6911 0.5243 2.2574 -2.601 0.048 -0.733 0.444
```
Positions in Å, forces in eV/Å.

***

No. 4
Formula: C49H86InO17
Source: the Open Molecules 2025 dataset
Level of theory: ωB97M-V with the def2-TZVPD basis set

Results
- LUMO level (eV) = 1.453
- Kohn-Sham gap (eV) = 6.021
- charge = -1
- molar mass (Da) = 1062.03

The geometry in XYZ format:
```
153
Properties=species:S:1:pos:R:3:forces:R:3:lowdin_charge:R:1
C -4.0372 1.7747 0.3529 -1.464 0.064 -0.899 -0.148
C -4.6312 0.7313 1.4630 0.340 0.740 1.072 -0.270
C -3.8969 -0.7212 1.5518 -0.031 -0.016 0.597 -0.235
C -3.2232 -1.2905 0.1870 0.576 -1.131 0.333 -0.224
C -4.1265 -1.2500 -1.1638 0.789 0.101 -0.224 -0.210
C -5.7339 -1.4505 -0.9838 -0.065 0.840 -1.446 -0.181
C -6.4480 -0.4976 -2.1598 -0.970 -0.375 0.622 -0.210
C -6.4737 -1.1998 -3.6394 0.111 -0.261 -0.001 -0.219
C -5.0557 -1.1670 -4.4576 0.220 -0.019 -0.250 -0.224
C -4.3709 0.3126 -4.6173 -0.257 0.230 -0.870 -0.229
C -5.4197 1.5401 -4.9073 0.626 0.894 -0.433 -0.312
C -4.4937 2.8179 -5.4628 -0.345 -0.311 0.060 -0.302
In -4.1283 4.1807 -3.6401 -0.776 0.056 -0.485 0.687
C -5.6314 5.8949 -3.6361 -1.087 0.337 0.433 -0.316
C -7.1040 5.2292 -4.0670 1.465 0.595 0.390 -0.285
C -8.2956 6.1990 -3.4746 0.063 -0.921 -0.151 -0.112
C -8.6784 5.8545 -1.8966 -5.803 0.615 1.495 -0.276
O -9.9829 5.8561 -1.5682 7.875 -0.055 -1.826 -0.052
O -7.7047 5.5671 -0.8309 -2.157 -0.932 -3.044 -0.122
C -7.5908 4.0712 -0.8622 0.325 -1.090 0.276 -0.215
C -7.5097 3.4502 0.6536 -0.271 -0.821 -0.573 -0.085
O -2.1264 4.7851 -3.4419 1.046 -1.331 2.539 -0.447
C -1.6189 4.0279 -2.2503 -0.163 -0.352 -1.314 -0.366
C 0.0168 3.9145 -2.1956 0.505 -0.545 0.398 -0.241
C 0.7438 3.6982 -3.6497 0.311 0.365 0.308 -0.159
H -4.8131 1.7717 -0.5552 1.899 0.130 1.866 0.025
H -3.0052 1.4718 -0.1206 -1.949 0.708 1.254 0.077
H -4.0521 2.8937 0.7587 0.297 -2.509 -0.880 0.088
H -5.8014 0.6101 1.3470 2.437 0.236 0.052 0.081
H -4.4794 1.2542 2.5252 -0.423 -1.218 -2.143 0.104
H -3.0281 -0.6306 2.3638 -1.811 -0.290 -1.741 0.108
H -4.7004 -1.4838 1.9964 1.821 1.477 -1.051 0.113
H -2.9396 -2.4324 0.3881 -0.628 2.539 -0.305 0.102
H -2.1714 -0.7522 0.0171 -2.371 -1.025 0.227 0.118
H -3.8756 -0.2314 -1.7321 -0.868 -2.183 1.276 0.096
H -3.7374 -2.1165 -1.8754 -0.759 1.834 1.499 0.108
H -6.0184 -2.5842 -1.1729 0.482 2.358 0.504 0.115
H -6.1916 -1.0833 0.0264 1.216 -0.823 -1.746 0.088
H -7.5717 -0.3750 -1.8059 2.108 -0.177 -0.868 0.105
H -5.9832 0.6003 -2.1518 -0.816 -2.510 -0.135 0.094
H -7.3300 -0.7378 -4.3223 1.907 -0.748 1.505 0.110
H -6.7679 -2.3340 -3.4873 0.535 2.186 -0.254 0.104
H -5.2682 -1.5924 -5.5444 0.385 0.918 2.177 0.108
H -4.2457 -1.8873 -3.9867 -1.793 1.371 -0.806 0.093
H -3.6664 0.2499 -5.5795 -1.468 0.165 2.093 0.112
H -3.6744 0.6342 -3.7279 -1.459 -0.763 -1.539 0.099
H -5.9866 1.9348 -3.9434 1.198 -1.204 -1.779 0.056
H -6.2630 1.2590 -5.6807 1.739 0.254 1.359 0.102
H -3.4356 2.4742 -5.8263 -2.152 0.469 0.282 0.026
H -5.0551 3.4644 -6.2612 1.107 -1.414 1.238 0.023
H -4.5119 3.1666 -2.2011 0.014 0.104 -0.216 -0.030
H -5.2957 6.7554 -4.3550 -0.969 -1.408 1.298 0.030
H -5.7763 6.3252 -2.5325 0.436 -0.782 -2.373 0.046
H -7.1222 5.1286 -5.2426 -0.319 0.318 2.375 0.107
H -7.1333 4.1251 -3.6312 -0.315 2.340 -0.872 0.080
H -7.9406 7.3227 -3.5640 -0.778 -2.350 0.320 0.129
H -9.2809 6.0161 -4.1129 1.888 0.605 1.766 0.121
H -8.5430 3.6640 -1.4513 2.146 0.562 1.456 0.144
H -6.6048 3.7918 -1.4326 -1.864 0.572 1.026 0.079
H -8.5970 3.2938 1.1012 2.377 0.655 -0.778 0.088
H -7.0385 2.3634 0.5574 -0.953 2.288 0.108 0.062
H -6.7989 4.0568 1.3593 -1.550 -0.982 -1.443 0.090
H -2.0447 2.9284 -2.3563 1.008 1.860 0.507 0.070
H -2.0446 4.4579 -1.2460 0.901 -0.687 -1.694 0.106
H 0.2780 2.9534 -1.5401 -0.603 1.954 -1.222 0.098
H 0.5265 4.8188 -1.6216 -1.167 -1.674 -1.358 0.106
H 0.3907 2.7046 -4.1658 0.442 2.061 0.894 0.077
H 1.9188 3.6075 -3.5116 -2.332 0.209 -0.121 0.059
H 0.5605 4.6378 -4.3261 0.132 -2.026 1.184 0.079
O -2.6244 -5.5774 1.6338 1.074 1.363 0.397 0.088
C -1.7978 -4.8533 2.1636 -1.057 -1.123 -1.082 -0.457
O -1.2931 -3.7181 1.5972 -0.720 -0.974 0.053 0.009
C -0.2752 -3.1853 2.4433 0.554 0.701 0.024 -0.168
C -0.5602 -3.7480 3.8112 0.255 0.100 0.883 -0.157
C -1.1563 -5.0966 3.4960 -0.097 0.191 0.499 -0.077
H 0.6999 -3.5019 2.0585 -0.106 0.046 0.019 0.131
H -0.3223 -2.0925 2.4337 -0.010 -0.240 -0.260 0.120
H 0.3264 -3.7996 4.4487 -0.319 -0.008 -0.198 0.100
H -1.3070 -3.1262 4.3199 0.128 -0.065 -0.054 0.132
H -0.3870 -5.8661 3.3872 -0.145 -0.058 -0.001 0.139
H -1.8973 -5.3919 4.2424 0.142 -0.250 -0.279 0.109
O 1.5576 -0.1121 2.9712 0.691 -1.674 1.079 0.109
C 2.1510 -0.8383 3.7515 -1.202 1.498 -1.253 -0.442
O 1.8610 -2.1581 3.9472 0.154 0.934 -0.448 -0.016
C 2.6756 -2.6648 5.0034 0.167 -0.761 0.433 -0.162
C 3.8575 -1.7338 5.0759 0.825 -0.038 0.235 -0.171
C 3.2623 -0.4117 4.6620 0.536 -0.013 0.065 -0.078
H 2.0888 -2.6645 5.9280 -0.011 0.001 -0.051 0.135
H 2.9780 -3.6912 4.7759 -0.225 0.130 -0.040 0.128
H 4.3284 -1.7120 6.0623 -0.082 -0.097 -0.123 0.114
H 4.6162 -2.0398 4.3454 -0.131 -0.007 0.202 0.125
H 2.8394 0.1286 5.5134 -0.014 0.106 -0.162 0.137
H 3.9901 0.2076 4.1326 -0.386 0.168 0.103 0.135
O 5.5052 -0.2895 -0.9266 -1.236 -0.462 -1.401 0.082
C 4.6601 -0.1486 -1.7950 1.339 -0.127 1.065 -0.442
O 4.3150 -1.1135 -2.6972 0.602 0.188 0.866 0.029
C 3.3798 -0.5711 -3.6283 -0.468 -0.142 -0.626 -0.167
C 2.7595 0.6090 -2.9273 -0.810 0.446 -0.211 -0.166
C 3.8872 1.1079 -2.0597 -0.488 0.146 0.115 -0.079
H 3.9193 -0.2794 -4.5355 -0.001 -0.033 0.059 0.127
H 2.6351 -1.3295 -3.8872 0.312 -0.031 0.077 0.130
H 2.3709 1.3635 -3.6164 0.025 -0.202 0.106 0.093
H 1.9308 0.2706 -2.2936 0.105 0.069 -0.148 0.131
H 4.5279 1.8161 -2.5924 0.047 0.007 0.163 0.136
H 3.5151 1.5451 -1.1303 0.395 0.050 -0.107 0.136
O 4.8756 -5.6230 5.7281 1.249 1.610 0.492 0.104
C 5.7022 -4.8990 6.2579 -1.304 -1.497 -1.106 -0.457
O 6.2069 -3.7638 5.6916 -0.550 -0.642 0.002 0.007
C 7.2248 -3.2310 6.5376 0.528 0.577 -0.025 -0.168
C 6.9398 -3.7936 7.9056 0.257 0.263 0.849 -0.169
C 6.3437 -5.1422 7.5904 -0.034 0.160 0.530 -0.086
H 8.1999 -3.5476 6.1528 -0.085 0.033 0.001 0.131
H 7.1777 -2.1382 6.5280 -0.055 -0.196 -0.247 0.129
H 7.8264 -3.8453 8.5431 -0.097 0.090 -0.125 0.120
H 6.1930 -3.1719 8.4142 0.148 -0.063 -0.068 0.123
H 7.1130 -5.9118 7.4816 -0.175 -0.058 -0.003 0.137
H 5.6027 -5.4376 8.3367 0.127 -0.288 -0.306 0.133
O 10.4369 3.3737 0.7728 -1.277 -1.152 -0.432 0.085
C 9.7328 2.6082 0.1353 1.259 0.768 1.036 -0.457
O 8.7837 1.7958 0.6860 0.715 0.848 0.236 0.027
C 8.2329 0.9619 -0.3324 -0.743 -0.590 -0.043 -0.171
C 8.5060 1.6820 -1.6269 -0.345 -0.100 -0.642 -0.179
C 9.8094 2.3857 -1.3448 -0.230 0.389 0.061 -0.110
H 8.7254 -0.0151 -0.2882 -0.009 0.036 0.020 0.131
H 7.1613 0.8269 -0.1589 0.430 0.008 0.179 0.098
H 8.5478 1.0135 -2.4909 -0.096 0.037 0.180 0.115
H 7.7203 2.4247 -1.8113 0.131 -0.154 -0.022 0.127
H 10.6712 1.7502 -1.5666 0.074 0.154 0.026 0.137
H 9.8781 3.3338 -1.8831 0.380 -0.416 0.569 0.109
O -1.0323 -5.8945 7.3271 -1.952 0.159 -0.579 0.098
C -2.2333 -6.0540 7.1846 2.127 0.464 0.475 -0.465
O -3.0559 -5.1738 6.5421 0.828 -0.256 0.190 0.013
C -4.4052 -5.6228 6.6593 -0.770 0.254 -0.226 -0.165
C -4.3100 -7.1002 6.9372 -0.602 -0.707 -0.109 -0.169
C -3.0266 -7.2068 7.7213 -0.233 -0.482 -0.163 -0.089
H -4.8855 -5.0760 7.4775 0.057 -0.013 -0.058 0.129
H -4.9445 -5.4163 5.7302 0.245 0.169 0.142 0.133
H -5.1807 -7.4955 7.4671 0.067 0.115 -0.120 0.120
H -4.2102 -7.6496 5.9931 -0.063 0.109 0.140 0.126
H -3.1907 -7.0598 8.7924 0.171 -0.049 -0.045 0.135
H -2.5193 -8.1559 7.5335 0.147 0.266 0.309 0.132
O 9.3172 3.1928 -3.7700 -0.235 -0.229 -2.964 0.077
C 9.4779 2.7512 -4.8957 -0.550 0.676 1.882 -0.424
O 8.5997 2.9307 -5.9257 0.297 0.184 0.835 0.040
C 9.0494 2.1898 -7.0591 -0.267 -0.174 -0.711 -0.170
C 10.5262 1.9875 -6.8415 0.699 -0.211 -0.587 -0.170
C 10.6301 1.9019 -5.3398 0.476 0.053 -0.253 -0.082
H 8.5013 1.2426 -7.0972 0.020 0.079 0.013 0.130
H 8.8453 2.7545 -7.9734 -0.174 -0.017 0.281 0.130
H 10.9210 1.1088 -7.3583 -0.111 0.137 0.008 0.121
H 11.0775 2.8660 -7.1983 -0.098 -0.154 0.018 0.124
H 10.4810 0.8804 -4.9791 0.049 0.104 0.133 0.137
H 11.5793 2.3055 -4.9797 -0.260 -0.208 0.280 0.134
```
Positions in Å, forces in eV/Å.